1.
An isolated molecule of C22H22N4O. Source: the Open Molecules 2025 dataset; level of theory: ωB97M-V/def2-TZVPD.

## Properties
Molar mass   358.44 g/mol
HOMO level   -0.3014 Ha
E_LUMO   0.64 eV
E_tot   -31177.474 eV
Gap between HOMO and LUMO   8.8 eV

Last column: Mulliken charge in e.
CARTESIAN COORDINATES (ANGSTROEM)
C: -5.21 -1.52 -0.42  -1.82
C: -3.95 -1.16 0.37  0.54
C: -2.91 -2.25 0.30  0.25
C: -2.73 -3.26 -0.68  -0.16
C: -1.60 -3.90 -0.28  -0.65
O: -1.12 -3.33 0.82  -0.24
N: -1.94 -2.31 1.18  -0.38
N: -3.41 0.13 -0.06  0.04
C: -2.72 0.09 -1.33  -0.99
C: -2.57 0.72 0.97  -0.47
C: -2.15 2.10 0.60  0.56
C: -3.00 3.21 0.40  -0.84
N: -2.32 4.27 0.01  -1.11
N: -1.05 3.88 -0.07  0.49
C: -0.88 2.58 0.29  -0.27
C: 0.42 1.94 0.25  0.57
C: 0.82 1.05 1.25  -0.48
C: 2.06 0.44 1.20  -0.87
C: 2.94 0.70 0.15  0.55
C: 4.25 0.05 0.09  0.31
C: 4.76 -0.43 -1.12  -0.41
C: 5.99 -1.05 -1.17  -0.57
C: 6.75 -1.18 -0.02  -0.42
C: 6.26 -0.71 1.18  -0.58
C: 5.02 -0.10 1.24  -0.41
C: 2.54 1.59 -0.85  -0.77
C: 1.31 2.20 -0.79  -0.95
H: -5.66 -2.42 -0.02  0.45
H: -5.92 -0.70 -0.34  0.42
H: -4.99 -1.68 -1.48  0.32
H: -4.23 -1.05 1.42  0.45
H: -3.35 -3.49 -1.52  0.35
H: -1.05 -4.73 -0.68  0.49
H: -1.73 -0.39 -1.27  0.30
H: -2.59 1.11 -1.68  0.33
H: -3.33 -0.44 -2.06  0.38
H: -3.16 0.77 1.90  0.34
H: -1.68 0.10 1.16  0.39
H: -4.06 3.25 0.52  0.56
H: -0.33 4.54 -0.31  0.23
H: 0.17 0.86 2.09  0.59
H: 2.34 -0.26 1.97  0.50
H: 4.16 -0.34 -2.02  0.48
H: 6.37 -1.42 -2.11  0.37
H: 7.72 -1.66 -0.07  0.37
H: 6.85 -0.81 2.08  0.37
H: 4.66 0.28 2.18  0.47
H: 3.22 1.82 -1.66  0.50
H: 1.01 2.88 -1.58  0.45

2.
C16H26N4OS4Zn as an isolated structure. Source: the Open Molecules 2025 dataset; level of theory: ωB97M-V/def2-TZVPD.

## Properties
Molar mass   484.07 g/mol
HOMO level   -0.2138 Ha
E_LUMO   0.20 eV
E_tot   -116782.450 eV
Gap between HOMO and LUMO   6.0 eV

Last column: Mulliken charge in e.
CARTESIAN COORDINATES (ANGSTROEM)
Zn: 0.25 -0.58 0.87  0.61
C: -0.74 -2.11 5.03  -1.68
C: -0.60 -1.82 3.54  0.74
S: 0.54 -0.53 3.19  -0.75
C: -1.30 -2.52 2.63  0.62
C: -2.21 -3.67 3.01  -1.50
S: -1.30 -2.27 0.87  -0.48
H: -0.13 -1.41 5.59  0.38
H: -0.42 -3.12 5.27  0.34
H: -1.78 -1.99 5.35  0.32
H: -2.29 -3.79 4.08  0.36
H: -1.83 -4.59 2.58  0.28
H: -3.21 -3.50 2.59  0.29
O: 0.04 -0.34 -1.55  -0.38
S: -0.71 -1.47 -2.21  0.23
C: 0.39 -2.94 -2.11  -0.41
C: 0.88 -3.28 -3.51  -0.78
C: 0.98 -1.95 -4.26  -0.50
C: -0.35 -1.25 -4.00  -0.73
H: -0.18 -3.73 -1.63  0.46
H: 1.19 -2.62 -1.45  0.12
H: 0.18 -3.94 -4.02  0.31
H: 1.85 -3.78 -3.47  0.36
H: 1.16 -2.09 -5.33  0.37
H: 1.79 -1.35 -3.84  0.21
H: -1.17 -1.72 -4.54  0.45
H: -0.34 -0.19 -4.22  0.37
C: -2.96 3.67 -0.82  -0.88
N: -2.05 2.96 0.05  0.22
C: -1.93 3.11 1.42  -0.49
C: -1.01 2.19 1.83  -0.96
N: -0.55 1.50 0.74  0.78
C: -1.20 1.97 -0.31  -0.89
H: -3.45 4.45 -0.25  0.30
H: -3.72 2.99 -1.21  0.33
H: -2.42 4.12 -1.65  0.33
H: -2.52 3.82 1.96  0.42
H: -0.66 1.97 2.82  0.49
H: -1.07 1.62 -1.32  0.54
C: 2.63 1.99 -1.98  -0.66
N: 2.60 2.19 -0.55  0.36
C: 2.47 3.39 0.13  -0.13
C: 2.38 3.11 1.44  -0.72
N: 2.47 1.74 1.56  0.23
C: 2.58 1.17 0.34  -0.27
S: 2.75 -0.47 0.00  -0.48
H: 2.36 2.92 -2.48  0.32
H: 1.91 1.21 -2.23  0.09
H: 3.62 1.67 -2.30  0.29
H: 2.46 4.34 -0.38  0.46
H: 2.30 3.76 2.30  0.43
H: 2.31 1.20 2.40  0.26

Question: Which value of E_LUMO does entry 1 give?
Answer: 0.64 eV

Question: The lowest molar mass belongs to which entry?
Answer: C22H22N4O